{"formula": "C14H35F3N2O3P", "method": "ωB97M-V/def2-TZVPD", "species": ["C", "C", "C", "N", "P", "O", "C", "C", "O", "C", "F", "F", "F", "H", "H", "H", "H", "H", "H", "H", "H", "H", "H", "H", "H", "H", "H", "H", "C", "C", "N", "C", "C", "C", "C", "C", "O", "C", "H", "H", "H", "H", "H", "H", "H", "H", "H", "H", "H", "H", "H", "H", "H", "H", "H", "H", "H", "H"], "xyz": [[-5.94505, -1.50428, 0.84785], [-4.58681, -1.53317, 0.13378], [-4.50618, -2.59530, -0.98036], [-3.22550, -3.31897, -1.01367], [-1.80987, -2.44236, -1.63366], [-0.52494, -1.51275, -2.38686], [-0.67797, -3.02471, -0.30131], [-1.20870, -2.89334, 1.11085], [-1.12952, -1.51668, 1.46396], [-0.37887, -3.70592, 2.10558], [-0.30048, -5.00156, 1.75372], [0.88280, -3.24183, 2.22731], [-0.93833, -3.64990, 3.33349], [-5.86178, -1.00358, 1.81803], [-6.68926, -0.96808, 0.24972], [-6.30881, -2.52164, 1.02431], [-3.78786, -1.70863, 0.86290], [-4.38167, -0.54400, -0.29633], [-5.29653, -3.33529, -0.81043], [-4.72840, -2.13078, -1.95434], [-3.34484, -4.18357, -1.52972], [-1.79949, -3.18812, -2.81861], [-2.54353, -1.24524, -1.57059], [-0.42433, -0.71866, -1.84501], [0.25604, -2.45947, -0.36516], [-0.43896, -4.06877, -0.52673], [-2.23547, -3.26129, 1.19388], [-1.67236, -1.36972, 2.24791], [1.33435, 2.36900, 2.08514], [2.28633, 3.03902, 1.11585], [3.31861, 2.12708, 0.48579], [4.18980, 1.57721, 1.58006], [4.24792, 2.94454, -0.39000], [3.66405, 3.61503, -1.62192], [2.73153, 0.92192, -0.21720], [1.69451, 1.11833, -1.30596], [0.53274, 1.74041, -0.80936], [-0.15198, 2.58769, -1.72758], [1.84033, 1.96752, 2.96205], [0.63931, 3.12899, 2.44013], [0.74409, 1.58543, 1.61713], [2.86654, 3.80704, 1.62967], [1.74183, 3.51514, 0.30818], [4.61874, 2.40856, 2.13294], [4.97823, 0.98127, 1.12825], [3.59400, 0.95359, 2.23689], [5.05706, 2.27348, -0.67526], [4.65964, 3.69874, 0.27941], [3.59505, 2.93632, -2.46749], [4.34689, 4.41040, -1.91861], [2.69243, 4.07382, -1.45025], [2.29887, 0.30935, 0.57219], [3.58119, 0.38152, -0.63581], [1.44984, 0.10214, -1.64071], [2.08868, 1.64128, -2.17522], [0.10314, 2.35325, -2.76190], [0.08418, 3.63760, -1.52703], [-1.22119, 2.44195, -1.58992]], "forces_ev_per_angstrom": [[0.146, 0.070, -0.077], [0.035, 0.098, -0.073], [-0.080, -0.119, 0.025], [0.003, 0.199, -0.155], [-0.084, -0.019, -0.268], [-0.168, 0.124, 0.204], [0.187, 0.088, 0.211], [0.095, 0.011, 0.120], [-0.125, -0.075, 0.021], [0.128, -0.071, 0.099], [-0.074, 0.277, 0.064], [-0.202, -0.085, -0.091], [0.102, 0.038, -0.195], [-0.090, -0.011, -0.177], [0.038, -0.159, 0.115], [0.023, 0.145, 0.027], [-0.125, -0.127, -0.103], [-0.010, -0.104, 0.168], [0.140, 0.065, -0.034], [-0.057, 0.025, 0.092], [-0.015, -0.029, 0.138], [0.204, -0.077, 0.043], [0.014, 0.014, 0.293], [0.035, 0.025, -0.160], [-0.126, -0.156, -0.030], [-0.151, 0.050, -0.008], [0.103, -0.076, -0.155], [0.037, 0.011, -0.035], [0.027, -0.119, 0.039], [-0.082, 0.138, 0.056], [0.144, -0.073, 0.089], [-0.069, 0.006, -0.082], [-0.035, 0.087, -0.078], [0.016, -0.043, -0.054], [-0.084, 0.006, 0.063], [-0.083, -0.062, -0.132], [0.027, 0.010, 0.045], [-0.046, -0.007, -0.007], [-0.001, 0.035, 0.009], [0.004, 0.025, -0.017], [-0.012, 0.023, -0.038], [0.043, -0.005, -0.036], [-0.035, -0.090, -0.012], [0.007, -0.004, 0.021], [0.014, 0.001, 0.009], [0.001, 0.002, 0.015], [0.012, -0.010, 0.022], [0.020, -0.025, 0.024], [-0.034, 0.002, 0.014], [0.011, 0.012, 0.046], [0.004, 0.009, 0.006], [-0.014, -0.025, -0.015], [-0.010, -0.026, -0.004], [0.146, -0.018, -0.065], [0.022, 0.066, 0.051], [-0.020, -0.031, -0.008], [0.036, -0.010, -0.033], [0.004, -0.006, 0.014]], "charge": 1}

=====

{"formula": "C14H35N2O10S4", "method": "ωB97M-V/def2-TZVPD", "species": ["N", "C", "O", "S", "C", "C", "C", "C", "N", "H", "H", "H", "H", "H", "H", "H", "H", "H", "H", "H", "O", "S", "O", "O", "C", "C", "C", "H", "H", "H", "H", "H", "H", "H", "H", "O", "S", "O", "O", "C", "C", "C", "H", "H", "H", "H", "H", "H", "H", "H", "O", "S", "O", "O", "C", "C", "C", "H", "H", "H", "H", "H", "H", "H", "H"], "xyz": [[0.93814, 1.25821, 3.30046], [1.30074, 1.26912, 2.19175], [1.57513, 1.24145, 0.92040], [2.11571, -0.24201, 0.40185], [1.66525, -1.48002, 1.58861], [0.16616, -1.86905, 1.66111], [-0.81309, -0.94858, 0.92479], [-2.17177, -1.06279, 1.62527], [-3.09032, 0.01310, 1.23192], [1.31724, -0.52248, -0.66054], [2.24152, -2.34285, 1.27354], [2.03328, -1.22282, 2.57003], [0.06430, -2.84863, 1.22787], [-0.10792, -1.92462, 2.70106], [-0.97435, -1.33020, -0.07596], [-0.56009, 0.10526, 0.95543], [-2.02166, -0.98419, 2.69214], [-2.56992, -2.04111, 1.39338], [-3.88789, -0.39473, 0.76893], [-2.64654, 0.59078, 0.53536], [2.95519, 1.04757, -2.47377], [3.55837, 2.14075, -3.19719], [2.83278, 2.78067, -4.24083], [4.96709, 1.66749, -3.73571], [5.03589, 0.44586, -4.51111], [4.56875, 0.64145, -5.93923], [4.14419, 3.35096, -2.06277], [4.47235, -0.34238, -4.00938], [6.08370, 0.15600, -4.49619], [3.50074, 0.85135, -5.98336], [4.76369, -0.25802, -6.52213], [5.08643, 1.48146, -6.39958], [4.72813, 2.85902, -1.28981], [3.27289, 3.84000, -1.63212], [4.74722, 4.07115, -2.60787], [-1.62206, -3.23946, -1.97271], [-1.22448, -3.33457, -3.35016], [-2.14113, -3.03681, -4.39755], [-0.57371, -4.75611, -3.59719], [-1.33755, -5.92993, -3.22178], [-2.42192, -6.25834, -4.22735], [0.24018, -2.38284, -3.59540], [-1.74751, -5.79851, -2.21953], [-0.61329, -6.73978, -3.17400], [-3.20282, -5.49920, -4.23140], [-2.87957, -7.21600, -3.98259], [-2.00878, -6.30909, -5.23383], [0.95962, -2.63974, -2.82137], [-0.04106, -1.33324, -3.52844], [0.63827, -2.60059, -4.58212], [-3.92638, 3.08838, 7.26800], [-3.45200, 4.23173, 6.55342], [-4.27154, 4.86378, 5.56948], [-2.04572, 3.86368, 5.89305], [-1.98752, 2.67121, 5.09033], [-2.58983, 2.87552, 3.71344], [-2.86129, 5.44172, 7.68529], [-2.46889, 1.84401, 5.61504], [-0.93054, 2.42832, 4.99965], [-3.66504, 3.03458, 3.77043], [-2.41265, 1.99726, 3.09081], [-2.15469, 3.75309, 3.23310], [-2.20172, 4.96029, 8.40104], [-3.72962, 5.85936, 8.18893], [-2.33954, 6.21560, 7.12940]], "forces_ev_per_angstrom": [[0.860, 0.042, -1.838], [-1.326, 0.197, 2.311], [-0.080, -0.299, -0.429], [1.945, -0.287, -0.400], [-1.597, -0.538, -0.002], [0.337, 0.694, -0.588], [-0.684, -0.758, 0.842], [-0.024, 0.680, -0.286], [0.142, -0.567, -0.231], [-0.510, 0.375, 0.385], [0.551, -0.060, -0.368], [0.471, 0.578, 0.141], [-0.042, -0.502, -0.013], [0.006, -0.024, 0.414], [0.221, 0.358, -0.552], [0.270, 0.210, -0.161], [0.118, -0.152, 0.462], [-0.287, -0.294, 0.113], [-0.315, 0.116, -0.001], [-0.015, 0.292, -0.147], [-0.332, -0.238, 0.289], [0.734, 0.327, -0.149], [-0.352, -0.121, 0.020], [-0.117, -0.003, 0.263], [0.041, -0.465, -0.519], [-0.209, 0.192, 0.082], [-0.023, -0.063, 0.113], [-0.062, 0.128, 0.111], [0.054, 0.187, 0.158], [-0.004, -0.019, 0.001], [0.070, -0.026, 0.041], [0.074, -0.040, -0.019], [0.041, -0.003, -0.020], [-0.040, 0.001, -0.058], [-0.007, 0.002, -0.039], [-0.102, 0.136, 0.093], [0.547, -0.255, -0.221], [-0.289, 0.133, 0.123], [0.075, 0.164, 0.123], [-0.410, -0.575, 0.034], [-0.043, 0.286, -0.073], [0.043, 0.058, 0.078], [0.048, 0.178, -0.011], [0.187, 0.160, -0.046], [-0.014, -0.012, 0.024], [0.062, -0.034, 0.040], [0.033, -0.080, 0.006], [0.021, -0.064, -0.034], [-0.064, -0.007, -0.047], [-0.006, 0.002, -0.018], [-0.174, -0.108, -0.047], [0.384, 0.155, 0.060], [-0.185, -0.036, -0.013], [0.053, 0.102, 0.139], [-0.012, -0.399, -0.430], [-0.106, 0.126, 0.048], [0.076, 0.011, 0.018], [-0.068, 0.115, 0.104], [0.059, 0.171, 0.170], [-0.011, -0.027, -0.008], [0.002, -0.042, 0.022], [0.055, -0.026, -0.004], [0.001, -0.025, 0.001], [-0.053, -0.032, -0.030], [-0.019, 0.004, -0.028]], "de_lowest_kcal_mol": 0.00, "charge": 1}

=====

Orbital gap in eV, matching the order above: 8.6 6.9
HOMO level in eV, matching the order above: -10.87 -12.18